ORCA calculation (ωB97M-V/def2-TZVPD) on 2 unconnected molecules or ions with the total composition C8H13PS in a non-equilibrium geometry.

Each line ends with the Mulliken charge.
Cartesian coordinates (Å):
C 4.003 -1.190 0.164  -0.4553
C 2.607 -1.330 -0.077  -0.4928
C 4.490 0.096 -0.005  -0.2959
C 2.060 -0.135 -0.429  0.1033
C -0.239 2.797 -0.147  -0.6195
C -1.868 -2.250 -0.768  -1.3672
C -1.371 1.745 0.268  -0.5137
C -1.932 -0.922 0.153  -0.4284
P -1.110 0.401 -0.912  0.0457
S 3.241 1.160 -0.350  -0.1603
H 4.468 -2.048 0.686  0.2913
H 2.216 -2.269 -0.215  0.4485
H 5.545 0.481 0.162  0.3075
H 0.735 2.328 -0.269  -0.1623
H -0.408 2.979 -1.223  0.3761
H -0.194 3.743 0.408  0.3362
H -2.380 -3.136 -0.200  0.2888
H -2.266 -2.138 -1.705  0.4732
H -0.929 -2.613 -0.980  0.4102
H -2.286 2.119 -0.093  0.3389
H -1.463 1.474 1.307  0.3983
H -1.438 -1.110 1.124  0.3772
H -3.100 -0.735 0.169  0.3002

Output
Frontier orbital gap (alpha / beta) (Eh): 0.3023 / 0.2548
DFT total energy (Ha): -1051.96475
Net charge: 0
Energy above the lowest of the compared OMol25 structures with the same formula, charge and spin (eV): 4.1185
LUMO (alpha / beta) (eV): -0.56 / -1.03